Computed, not measured: a structure of composition C24H35GeN4O6S2SeSn at a distorted geometry, with ωB97M-V/def2-TZVPD.

Net charge = +1
Frontier orbital gap = 7.772 eV
Multiplicity = 1

Last column: Löwdin charge in e.
Positions of all 74 atoms, in Å:
C 1.904 -3.039 0.208  -0.101
H -1.022 -3.556 3.970  0.093
C 0.816 -3.922 0.234  -0.356
N -4.913 -0.168 -6.248  0.134
C -3.456 -0.894 -2.435  -0.317
C -0.061 2.928 -1.004  -0.304
C -2.403 3.009 -1.631  -0.089
H 1.325 3.264 1.511  0.036
H 4.105 4.294 4.056  0.033
C -0.141 -3.778 1.229  -0.018
H 2.364 0.167 4.010  -0.003
N -2.556 1.678 -1.286  0.136
H 5.185 0.625 2.328  0.020
O 1.472 0.246 -1.250  -0.543
H 0.563 3.610 -0.448  0.128
H -0.899 -1.798 3.911  0.073
H 2.431 2.439 0.385  0.048
H 3.680 4.716 2.393  0.034
O -3.896 -1.060 0.128  -0.252
H -5.003 0.424 -1.750  0.119
H -5.639 0.507 -6.395  0.105
S -2.843 -1.184 -0.826  0.621
H 3.226 -0.461 2.023  0.025
C -3.361 -1.291 -4.801  -0.009
C -2.886 -1.530 -3.531  -0.085
C -1.053 -2.691 3.305  -0.022
C 1.115 -1.998 2.209  -0.052
C -1.602 1.097 -0.664  -0.508
H 1.284 -5.891 -0.466  0.097
N -0.523 1.864 -0.149  -0.168
C -0.511 1.312 2.585  -0.205
H -0.747 2.372 2.620  0.059
C -4.430 -0.407 -4.998  -0.296
Se 0.588 0.972 1.036  1.312
Ge 3.256 2.254 2.803  0.795
H 4.937 1.729 0.961  0.033
C -5.024 0.200 -3.874  -0.008
Sn -0.023 -1.699 -1.662  1.562
H -4.463 -0.553 -7.056  0.105
C 3.368 4.140 3.266  -0.210
C 3.283 -1.179 1.203  -0.046
S 1.096 0.972 -2.508  0.405
C -1.234 3.649 -1.561  0.000
H 2.405 4.521 3.613  0.029
H -1.005 -4.438 1.237  0.138
H 3.365 -0.630 0.262  0.083
H -1.088 4.666 -1.897  0.117
H 1.114 -4.714 -1.757  0.069
C 0.708 -5.023 -0.792  -0.049
C -0.008 -2.816 2.225  -0.243
H -5.869 0.866 -4.014  0.119
O 0.877 2.471 -2.083  -0.170
H 1.251 -1.274 3.010  0.090
H -3.296 3.489 -2.014  0.120
O -2.146 -2.485 -0.931  -0.470
H 1.771 1.661 4.784  0.027
C 4.948 1.653 2.050  -0.202
N -1.520 -0.262 -0.393  -0.191
H -2.054 -2.649 2.872  0.090
O 2.116 0.992 -3.498  -0.215
H -1.417 0.722 2.454  0.052
H 3.434 1.123 5.040  0.039
H -0.326 -5.339 -0.933  0.089
C 1.884 2.346 1.327  -0.430
H 5.737 2.303 2.432  0.031
C 2.630 1.185 4.305  -0.206
O -0.196 0.384 -2.921  -0.404
H 4.197 -1.760 1.332  0.103
C 2.074 -2.080 1.203  -0.289
H 0.023 0.992 3.477  0.027
C -4.543 -0.037 -2.614  -0.062
H -2.927 -1.807 -5.649  0.120
H -2.112 -2.265 -3.407  0.073
H 2.666 -3.165 -0.552  0.133

***

Computed, not measured: a structure of composition C24H35INO4P2Sc at a distorted geometry, with ωB97M-V/def2-TZVPD.

Net charge = +2
Frontier orbital gap (spin up / spin down) = 1.802 / 1.802 eV
Multiplicity = 1

Last column: Löwdin charge in e.
Positions of all 68 atoms, in Å:
C -3.423 0.234 -2.095  -0.253
H -2.546 0.286 3.395  0.105
H 4.352 0.393 -1.608  0.069
O 0.092 -2.112 1.791  -0.143
H -0.913 -0.648 -5.357  0.149
C -0.007 -0.017 -5.285  0.090
H -3.102 -0.516 -2.827  0.040
H 2.567 1.938 0.834  0.052
C 2.485 -3.496 3.626  -0.022
C 0.890 -0.629 5.590  -0.016
O 0.032 1.457 -3.211  0.282
H 0.270 0.068 5.005  0.091
H -1.709 -4.010 5.835  0.132
H 2.211 -4.502 3.319  0.119
C 4.053 -1.679 3.789  -0.069
H 5.039 -1.251 3.610  0.112
O -0.636 -0.032 1.778  -0.145
H 0.213 -4.259 4.395  0.162
C -3.532 -1.453 0.216  -0.226
C -3.195 1.341 0.485  -0.224
H -0.005 0.717 -6.120  0.169
H -4.292 1.346 0.509  0.076
H 4.528 -3.622 2.957  0.112
H 2.705 1.254 4.398  0.085
H -4.137 -0.432 5.213  0.115
H -3.169 1.230 -2.472  0.047
H 2.952 0.588 1.936  0.042
C 3.254 -1.739 0.155  -0.237
H 3.499 0.680 5.882  0.093
C 0.001 0.558 -3.970  0.095
H -2.839 2.280 0.047  0.052
H -4.584 -1.360 -0.090  0.066
C -0.994 -2.602 4.383  -0.198
C -2.402 -0.649 3.938  -0.032
H -3.471 -1.457 1.314  0.056
H 3.198 -1.912 1.234  0.029
H 2.788 -2.595 -0.348  0.018
C -1.932 -3.068 5.311  0.001
Sc -0.096 -0.971 -0.192  0.207
H -3.123 -2.404 -0.160  0.012
H 4.426 0.800 4.375  0.080
H -4.508 0.162 -1.949  0.067
H 4.160 1.128 0.730  0.075
C -3.044 -2.278 5.606  -0.041
P -2.585 -0.057 -0.507  0.766
H 3.127 -0.438 -2.614  0.048
C -0.028 1.335 -0.776  -0.152
C 3.766 -3.001 3.419  -0.092
C 3.444 0.536 4.791  -0.055
H 2.901 1.272 -2.176  0.041
I -0.258 -3.493 -1.047  0.348
C -3.274 -1.054 4.947  -0.057
N 0.238 -3.241 4.320  0.100
O -0.021 2.487 -0.659  0.156
C -1.292 -1.434 3.621  -0.118
C 1.502 -2.684 4.210  -0.215
C 3.093 -0.885 4.423  -0.247
C 3.279 0.306 -1.824  -0.249
C -0.540 -1.174 2.387  -0.542
H -2.810 1.276 1.508  0.034
H 4.309 -1.674 -0.138  0.071
P 2.397 -0.200 -0.308  0.776
C 3.087 0.973 0.916  -0.205
H 0.887 -0.664 -5.366  0.151
C 1.829 -1.409 4.722  -0.156
H 0.219 -1.271 6.178  0.098
H -3.713 -2.619 6.389  0.115
H 1.452 -0.014 6.310  0.088

***

Computed, not measured: an isolated molecule of C24H35N3O3, with ωB97M-V/def2-TZVPD.

Frontier orbital gap = 8.522 eV
Multiplicity = 1
ΔE to the lowest compared entry with this formula, charge and spin = 82.4 kJ/mol
SMILES string = COc1cccc(N2CCN(C(=O)[C@@H]3CCC(=O)N(C4CCCCCC4)C3)CC2)c1

Last column: Löwdin charge in e.
Positions of all 65 atoms, in Å:
N 2.306 -0.916 0.389  -0.010
N -2.951 2.204 -0.804  -0.090
C 1.884 -2.190 0.208  -0.438
H -1.893 -1.880 -2.556  0.110
H -0.181 -0.144 -0.350  0.123
C -4.350 -1.197 -0.368  -0.273
H -0.045 -2.734 -0.407  0.120
C 3.671 -0.578 -0.009  -0.279
H 2.804 0.915 -1.314  0.101
N -0.916 2.184 0.746  -0.044
H -4.848 0.704 0.372  0.118
H -5.901 -3.392 -0.712  0.095
C -3.234 2.862 0.459  -0.115
H 6.020 -1.322 1.024  0.117
H 1.657 0.160 2.072  0.143
H -1.988 3.906 -1.420  0.123
C -1.914 3.117 1.233  -0.103
H -1.408 -1.653 1.222  0.118
C 4.435 0.118 1.122  -0.141
C 6.201 0.193 -1.405  -0.200
H 6.763 1.513 0.190  0.111
H 4.019 -0.227 2.071  0.118
H -4.805 -3.657 0.675  0.095
H -2.053 2.945 2.300  0.121
O 2.613 -3.045 -0.264  0.045
C -0.818 0.985 1.383  -0.416
C -3.120 0.827 -0.927  -0.212
H 6.356 0.051 2.074  0.109
C -2.323 0.052 -1.782  -0.054
H 1.820 1.089 0.576  0.123
H 6.966 0.529 -2.110  0.106
C -1.803 2.829 -1.420  -0.132
O -1.338 0.813 2.468  0.081
H 0.461 -3.477 1.098  0.126
H -3.644 -3.022 -1.287  0.100
C -0.519 2.508 -0.605  -0.116
H 3.406 -0.525 -2.125  0.122
H -3.886 2.239 1.063  0.105
C -3.522 -1.957 -1.186  -0.042
H -1.543 4.132 1.074  0.123
O -5.391 -1.690 0.362  -0.080
C 6.730 0.435 0.008  -0.213
C 0.444 -2.532 0.551  -0.072
H 6.050 -0.874 -1.572  0.118
H 4.858 1.201 -2.754  0.107
C 3.629 0.197 -1.336  -0.134
H -0.085 -1.480 2.372  0.125
H -3.744 3.811 0.258  0.123
C -4.151 0.175 -0.255  0.058
H 0.140 3.385 -0.580  0.126
H -1.704 2.513 -2.458  0.116
C -5.653 -3.070 0.305  -0.091
C 4.907 0.957 -1.690  -0.197
C -0.336 -1.471 1.311  -0.136
C 5.922 -0.238 1.113  -0.197
H 4.146 -1.547 -0.190  0.134
H 0.031 1.684 -1.053  0.100
C 1.499 0.127 0.986  -0.100
H -1.538 0.494 -2.374  0.098
H 4.308 1.201 1.076  0.119
H 7.757 0.065 0.068  0.107
H 4.936 1.905 -1.149  0.106
C 0.013 -0.107 0.724  -0.213
H -6.512 -3.234 0.954  0.093
C -2.530 -1.307 -1.897  -0.086

***

- What is the multiplicity in the first record?
  1

***

- multiplicity of number 2 (C24H35INO4P2Sc)?
  1